{"formula": "C26H21BrN6O5Sc", "method": "wB97M-V/def2-TZVPD", "elements": ["Sc", "O", "C", "N", "C", "O", "C", "C", "C", "C", "C", "N", "C", "C", "C", "C", "C", "N", "H", "H", "H", "H", "H", "H", "H", "H", "C", "C", "O", "N", "C", "C", "C", "C", "C", "C", "N", "H", "H", "H", "H", "H", "H", "H", "H", "H", "H", "Br", "C", "C", "N", "C", "C", "C", "C", "O", "O", "H", "H", "H"], "coordinates": [[-0.736542, -0.179295, 0.262585], [-1.703413, 2.357036, 3.514388], [-1.359248, 1.909693, 2.451018], [-1.931731, 0.894523, 1.707703], [-3.196486, 0.463534, 2.052980], [-3.873180, 0.748649, 3.007471], [-3.761467, -0.460975, 0.991186], [-5.079055, -0.875079, 1.063846], [-5.578553, -1.671370, 0.048776], [-4.737688, -2.035752, -0.994233], [-3.427101, -1.602123, -0.973055], [-2.939860, -0.820111, -0.004985], [-0.174056, 2.513357, 1.734529], [0.472396, 3.615693, 2.266919], [1.534243, 4.159325, 1.567507], [1.919677, 3.581151, 0.364664], [1.232820, 2.471654, -0.086892], [0.197725, 1.948416, 0.580178], [-5.671786, -0.554436, 1.908411], [-6.607109, -2.006032, 0.068262], [-5.084892, -2.655983, -1.808091], [-2.731222, -1.899541, -1.743014], [0.124609, 4.016096, 3.208321], [2.059298, 5.023713, 1.951894], [2.746172, 3.977376, -0.207661], [1.519513, 1.968825, -1.001277], [1.417616, -3.480735, -0.266674], [0.513150, -2.583231, -1.043704], [-0.564611, -2.169607, -0.562981], [0.834851, -2.275518, -2.295085], [-0.086464, -1.616129, -3.204789], [-0.291407, -0.112781, -3.124763], [-0.115610, 0.619923, -4.289026], [-0.507334, 1.948332, -4.341682], [-1.095010, 2.511507, -3.224981], [-1.206287, 1.731286, -2.089723], [-0.793727, 0.458633, -2.014009], [1.339906, -3.245651, 0.791721], [2.452374, -3.406833, -0.597036], [1.076597, -4.508973, -0.403297], [1.729269, -2.572300, -2.649044], [-1.065590, -2.084999, -3.090891], [0.248503, -1.845998, -4.213468], [0.306045, 0.142769, -5.163088], [-0.373819, 2.521339, -5.249508], [-1.452531, 3.530794, -3.218738], [-1.644960, 2.144832, -1.188811], [4.544752, -1.367084, 5.537880], [4.309149, -1.057761, 3.697030], [5.420588, -0.920322, 2.871724], [5.329670, -0.696011, 1.564490], [4.114345, -0.604603, 1.037565], [2.950135, -0.733482, 1.784577], [3.044520, -0.964823, 3.153029], [1.628062, -0.625742, 1.130815], [0.567800, -0.747266, 1.824352], [1.531105, -0.408985, -0.110373], [6.418381, -0.991090, 3.287854], [4.054803, -0.414074, -0.027471], [2.152666, -1.063761, 3.756675]], "forces_ev_per_a": [[0.079, 0.120, -0.157], [0.002, 0.012, 0.016], [0.030, 0.014, 0.013], [-0.067, -0.056, -0.062], [-0.097, -0.162, -0.129], [0.025, 0.057, 0.002], [0.043, 0.040, -0.002], [0.016, -0.001, -0.016], [0.008, -0.001, -0.005], [0.001, 0.005, 0.020], [-0.033, -0.045, -0.005], [-0.062, -0.017, 0.133], [0.112, 0.084, -0.038], [-0.005, -0.002, -0.002], [0.022, 0.021, -0.014], [-0.022, 0.002, 0.027], [0.024, 0.046, -0.001], [0.023, -0.128, 0.081], [-0.001, 0.004, 0.001], [0.001, 0.000, -0.004], [-0.004, -0.003, 0.005], [0.006, 0.022, -0.011], [-0.015, -0.019, 0.002], [0.000, -0.003, 0.002], [-0.003, -0.015, -0.016], [0.004, -0.006, 0.003], [0.037, -0.026, -0.027], [-0.029, -0.012, 0.017], [-0.076, -0.018, 0.053], [0.058, 0.033, -0.075], [-0.043, -0.002, 0.026], [0.008, 0.023, 0.006], [-0.001, -0.025, -0.001], [-0.003, 0.029, -0.010], [0.013, -0.024, -0.010], [-0.016, -0.009, 0.018], [-0.040, 0.032, -0.015], [0.001, 0.009, -0.001], [-0.003, -0.005, 0.007], [-0.001, -0.002, -0.014], [-0.003, -0.006, 0.004], [0.011, -0.005, 0.044], [0.017, -0.005, 0.005], [0.002, -0.009, 0.007], [-0.001, 0.005, 0.005], [-0.005, -0.001, 0.003], [0.007, 0.010, 0.002], [0.004, -0.001, 0.006], [-0.033, -0.008, 0.025], [0.027, 0.022, -0.036], [-0.032, -0.014, 0.039], [0.031, 0.027, -0.035], [0.004, -0.016, 0.030], [0.020, 0.008, -0.038], [0.060, 0.001, -0.013], [-0.002, -0.029, 0.057], [-0.084, 0.063, 0.070], [-0.002, -0.007, 0.005], [-0.011, -0.007, 0.001], [0.001, -0.001, 0.004]], "homo_energy_ha": -0.428, "lumo_energy_ev": -3.1, "largest_force_ha_per_bohr": 0.0044, "total_charge": 1}

{"formula": "C2HCl2NOS2", "method": "wB97M-V/def2-TZVPD", "elements": ["C", "C", "N", "O", "S", "S", "Cl", "Cl", "H"], "coordinates": [[1.230070, -1.732140, -0.458465], [-1.151898, 1.407314, 0.576059], [0.955164, -2.473603, 0.404257], [1.447106, -1.131015, -1.445478], [0.103858, 1.837334, -0.400112], [-0.403600, 2.721047, -2.035930], [-2.799439, 1.829279, 0.216381], [-0.921115, 0.569736, 2.011279], [1.539855, -3.027951, 1.132010]], "forces_ev_per_a": [[1.484, 1.249, -3.586], [-1.012, 0.907, -1.109], [0.479, -3.278, 4.822], [-0.359, 0.251, 0.907], [-0.053, -0.318, 0.284], [-0.129, -0.043, 0.272], [0.854, -0.245, 0.062], [0.340, -0.297, 0.488], [-1.606, 1.774, -2.141]], "homo_energy_ha": [-0.317, -0.317], "lumo_energy_ev": [-1.1, -1.1], "largest_force_ha_per_bohr": 0.1138}

{"formula": "C5H8NO2", "method": "wB97M-V/def2-TZVPD", "elements": ["N", "C", "C", "C", "C", "C", "O", "O", "H", "H", "H", "H", "H", "H", "H", "H"], "coordinates": [[0.319134, -1.140313, 1.252247], [-1.074793, -1.139686, 0.836239], [-1.753745, 0.233138, 0.944256], [-0.560189, 1.174748, 0.932821], [0.599552, 0.383494, 0.388794], [0.758686, 0.134760, -1.119547], [1.907901, -0.192620, -1.458243], [-0.239865, 0.381988, -1.830497], [0.847910, -0.374822, 1.589405], [-1.667560, -1.877967, 1.371569], [-1.088221, -1.424471, -0.212371], [-2.484289, 0.309682, 0.141910], [-2.265321, 0.327114, 1.903889], [-0.775946, 2.100307, 0.384707], [-0.340011, 1.445438, 1.961376], [1.558575, 0.829454, 0.695041]], "forces_ev_per_a": [[0.065, 0.262, -3.132], [-0.466, -0.077, 0.682], [0.099, -0.631, 0.529], [-0.586, 0.526, -0.647], [0.486, -0.054, -1.101], [-0.035, 0.553, -0.301], [0.205, -0.256, -0.113], [-0.328, -0.153, 0.028], [0.112, 0.346, 3.736], [0.135, -0.326, 0.302], [-0.013, -0.142, -0.185], [0.158, 0.442, -0.116], [-0.219, -0.018, -0.005], [0.317, -0.214, -0.086], [0.107, 0.166, 0.218], [-0.035, -0.422, 0.191]], "homo_energy_ha": -0.148, "lumo_energy_ev": 4.0, "largest_force_ha_per_bohr": 0.0730, "total_charge": -1}

{"formula": "C33H30N4OS5Ti", "method": "wB97M-V/def2-TZVPD", "elements": ["Ti", "S", "C", "C", "C", "C", "C", "C", "S", "C", "C", "C", "C", "C", "C", "C", "S", "C", "C", "C", "C", "C", "C", "S", "N", "H", "H", "H", "H", "H", "H", "H", "H", "H", "H", "H", "H", "H", "H", "H", "N", "C", "C", "C", "C", "C", "C", "N", "C", "C", "C", "S", "C", "N", "H", "H", "H", "H", "H", "H", "H", "C", "C", "C", "O", "C", "H", "H", "H", "H", "H", "H", "H", "H"], "coordinates": [[-0.303391, 0.545031, 0.006074], [-2.331176, 1.730353, 0.960330], [-2.709230, 0.975086, 2.512791], [-3.361781, 1.662877, 3.539498], [-3.687407, 1.024873, 4.729708], [-3.374797, -0.316893, 4.927383], [-2.734020, -1.015324, 3.918989], [-2.398862, -0.357215, 2.736924], [-1.590230, -1.214667, 1.410028], [-0.145535, -1.805586, 2.333653], [1.116824, -1.839446, 1.516106], [2.052556, -2.791031, 1.849419], [3.260156, -2.827714, 1.176284], [3.465664, -1.925706, 0.170801], [2.467641, -1.017541, -0.154986], [2.779272, -0.117783, -1.321269], [1.507568, 1.048726, -1.827053], [0.808920, 0.287404, -3.268596], [1.498128, 0.473818, -4.475394], [1.008673, -0.065019, -5.649984], [-0.181663, -0.786338, -5.609578], [-0.867373, -0.957245, -4.416692], [-0.398446, -0.418132, -3.212445], [-1.355460, -0.682622, -1.750677], [1.309778, -0.934753, 0.522518], [-3.620243, 2.705487, 3.385658], [-4.197523, 1.578319, 5.511691], [-3.645295, -0.816553, 5.849856], [-2.495636, -2.067784, 4.050651], [-0.335017, -2.802692, 2.712278], [-0.035996, -1.135441, 3.182077], [1.828628, -3.494869, 2.640891], [4.018735, -3.559825, 1.432910], [4.386489, -1.921752, -0.403615], [3.017298, -0.732842, -2.184826], [3.664897, 0.464809, -1.075770], [2.423894, 1.043037, -4.479003], [1.536793, 0.086054, -6.585281], [-0.581932, -1.217797, -6.520349], [-1.794863, -1.517815, -4.395361], [1.351352, 4.191836, 1.205758], [1.998896, 3.562375, 2.267187], [2.842660, 4.050508, 3.261178], [3.312084, 3.126964, 4.169251], [2.947074, 1.766877, 4.083577], [2.113560, 1.305858, 3.088256], [1.638506, 2.232819, 2.162002], [0.787097, 2.071462, 1.056699], [0.652379, 3.269641, 0.541516], [-0.217239, 3.531089, -0.616081], [-0.565569, 4.685162, -1.192896], [-1.677923, 4.377317, -2.439570], [-1.615224, 2.710800, -2.124632], [-0.810090, 2.398551, -1.153747], [1.361220, 5.176769, 1.003330], [3.115251, 5.100202, 3.321845], [3.973510, 3.451618, 4.964450], [3.328415, 1.071091, 4.820748], [1.842083, 0.261483, 3.032228], [-0.254261, 5.695311, -0.949655], [-2.194433, 1.974278, -2.668813], [1.165542, -4.788889, -1.161632], [2.256835, -4.502645, -2.230710], [1.789739, -3.191366, -2.859902], [1.035906, -2.536339, -1.837172], [0.235347, -3.577303, -1.265569], [1.605656, -4.854950, -0.166460], [0.628789, -5.718003, -1.354790], [2.340238, -5.297898, -2.969609], [3.232164, -4.373250, -1.760841], [1.145697, -3.376584, -3.725670], [2.599800, -2.530865, -3.170385], [-0.613181, -3.783141, -1.923940], [-0.154762, -3.223115, -0.315790]], "forces_ev_per_a": [[-1.431, 0.132, -0.658], [-0.010, -0.246, 0.344], [-0.032, 0.226, -0.164], [-0.115, 0.058, 0.086], [0.012, 0.129, -0.108], [-0.024, 0.024, -0.018], [0.067, -0.041, -0.101], [-0.028, -0.259, 0.126], [0.366, -0.007, 0.074], [0.044, -0.008, -0.239], [-0.214, 0.197, -0.062], [0.031, -0.198, 0.169], [0.168, -0.293, 0.257], [0.248, 0.183, -0.285], [-0.138, 0.188, 0.000], [-0.028, 0.000, 0.096], [-0.100, -0.358, 0.286], [0.101, 0.093, -0.296], [-0.054, -0.019, 0.216], [-0.013, -0.021, -0.017], [-0.063, -0.053, 0.071], [-0.018, -0.015, -0.134], [-0.083, 0.103, 0.114], [0.053, -0.096, -0.347], [0.305, -0.245, 0.226], [0.029, -0.093, 0.048], [0.056, -0.039, -0.095], [0.039, 0.043, -0.059], [-0.051, 0.118, -0.051], [-0.030, -0.145, 0.136], [0.081, 0.096, 0.130], [0.034, 0.020, -0.041], [-0.078, 0.058, -0.017], [-0.098, 0.001, 0.063], [0.065, -0.020, -0.032], [0.118, 0.057, 0.004], [-0.122, -0.022, 0.021], [-0.048, -0.044, 0.110], [0.009, 0.031, 0.064], [0.035, 0.029, -0.034], [0.404, 0.659, 0.480], [-0.007, 0.629, -0.247], [-0.009, 0.109, -0.039], [0.004, -0.189, 0.060], [0.077, 0.184, 0.070], [0.030, -0.082, 0.004], [-0.338, -0.601, -0.279], [0.747, 0.086, 0.629], [-0.499, 0.126, -0.655], [0.497, -1.263, 0.811], [-0.065, 0.994, -0.231], [-0.322, 0.208, -0.411], [0.057, -0.152, 0.022], [0.293, 0.582, 0.331], [0.026, -0.001, 0.018], [-0.048, -0.164, -0.013], [-0.071, -0.049, -0.063], [-0.003, 0.052, -0.031], [-0.009, -0.009, -0.023], [-0.082, -0.236, -0.067], [0.060, 0.047, 0.065], [0.099, -0.018, -0.160], [-0.144, -0.073, 0.140], [-0.141, 0.041, 0.206], [0.190, -0.535, -0.241], [0.233, 0.093, -0.217], [-0.002, -0.037, -0.028], [0.045, 0.033, 0.024], [0.023, -0.011, 0.028], [-0.002, -0.036, -0.007], [-0.032, 0.029, -0.052], [-0.010, -0.017, -0.012], [-0.050, 0.022, -0.031], [-0.038, 0.012, 0.035]], "multiplicity": 2, "homo_energy_ha": [-0.349, -0.355], "lumo_energy_ev": [-2.8, -2.7], "largest_force_ha_per_bohr": 0.0308, "total_charge": 1}

no.,electronic energy (eV)
1,-137226.2454
2,-52341.6313
3,-10898.3646
4,-120006.7671